Molecular formula: C3H7PS
Method: DFT, ωB97M-V with the def2-TZVPD basis set

As for the molecular weight: 106.13 g mol⁻¹. The calculation puts the relative energy (zero: lowest compared OMol25 entry of this formula, charge and spin) at 71.0 kcal/mol. The value obtained for the strongest force on any atom is 4.74 eV Å⁻¹. The net charge is 0. As for the HOMO energy: -9.269 eV. The HOMO-LUMO gap is 9.27 eV.

Each line ends with the Löwdin charge.
Element x y z (Å)
C  0.961  0.207  0.743  -0.571
P  2.547  0.259  0.535  0.700
H  0.066  -0.381  0.631  -0.121
C  -0.507  1.757  -1.006  -0.204
C  -1.965  1.265  -1.042  -0.529
S  -2.300  0.029  0.383  0.672
H  -0.346  2.709  -0.421  0.099
H  -0.073  0.809  -0.594  -0.054
H  -0.143  1.944  -2.003  0.066
H  -2.071  0.808  -2.053  0.074
H  -2.759  2.008  -1.005  0.050
H  -3.593  -0.115  0.194  -0.182


Molecular formula: C13H22Cl3N3O2S
Method: DFT, ωB97M-V with the def2-TZVPD basis set

As for the molecular weight: 390.76 g mol⁻¹. The calculation puts the relative energy (zero: lowest compared OMol25 entry of this formula, charge and spin) at 313.8 kcal/mol. The value obtained for the strongest force on any atom is 17.70 eV Å⁻¹. The net charge is 0. As for the HOMO energy: -7.658 eV. The HOMO-LUMO gap is 8.02 eV.

Each line ends with the Löwdin charge.
Element x y z (Å)
C  -0.310  -0.256  -6.042  -0.129
H  0.074  -0.687  -6.897  0.053
C  0.281  0.978  -5.586  -0.279
C  -0.475  1.619  -4.446  -0.236
C  -0.299  0.766  -3.233  -0.175
H  -0.565  -0.060  -3.332  0.007
H  0.924  0.989  -3.208  0.187
C  -0.666  1.440  -2.015  -0.169
C  -0.302  0.657  -0.819  -0.292
O  -1.152  0.018  -0.153  0.046
N  1.184  0.887  -0.395  0.103
H  1.652  1.396  -1.028  0.050
C  1.478  0.013  0.591  -0.653
N  0.911  -0.447  1.626  0.017
C  0.844  -0.164  2.866  -0.716
N  -0.131  -0.240  3.644  -0.097
C  -0.196  -0.114  5.165  -0.074
H  -0.613  0.800  5.411  0.095
C  -0.557  -1.528  5.925  -0.012
H  0.014  -2.212  5.516  0.054
O  -2.026  -1.702  5.457  -0.180
C  -2.260  -0.883  4.218  -0.203
H  -3.163  -1.543  3.983  0.147
C  -1.223  -0.921  3.195  -0.200
H  -1.605  -0.887  2.294  0.063
H  -1.067  -2.158  3.091  0.211
H  -2.865  0.071  4.471  0.154
H  -0.421  -1.395  6.952  0.096
H  1.004  0.045  5.339  0.083
S  2.185  0.861  3.496  0.549
H  0.017  -0.836  1.226  0.144
H  2.408  0.561  1.062  0.114
C  2.434  -1.074  -0.117  -1.692
Cl  3.395  -0.381  -1.378  0.660
Cl  3.235  -2.053  0.959  0.710
Cl  1.412  -2.108  -0.951  0.666
H  -0.294  2.401  -1.887  0.109
H  -1.661  1.867  -2.014  0.139
H  -1.468  1.670  -4.637  0.073
H  0.066  2.749  -4.473  0.185
H  1.253  1.148  -5.497  0.035
H  0.181  1.955  -6.678  0.201
H  -1.432  -0.245  -6.305  0.131
H  -0.199  -0.995  -5.396  0.027


Molecular formula: C13H33O15S4
Method: DFT, ωB97M-V with the def2-TZVPD basis set

As for the molecular weight: 557.66 g mol⁻¹. The value obtained for the strongest force on any atom is 6.65 eV Å⁻¹. The net charge is -1. As for the HOMO energy: -4.191 eV. The HOMO-LUMO gap is 6.53 eV.

Each line ends with the Löwdin charge.
Element x y z (Å)
O  -0.661  -0.165  -0.041  0.055
C  0.243  0.372  0.748  -0.915
O  -0.041  0.915  1.789  -0.001
O  1.480  0.402  0.439  -0.074
H  -1.500  -0.168  0.426  0.051
O  5.758  2.522  -1.097  -0.342
S  4.316  2.764  -0.838  0.717
O  3.853  2.630  0.573  -0.294
O  3.795  4.274  -1.365  -0.281
C  4.307  4.812  -2.603  -0.305
C  4.838  6.128  -2.169  -0.093
C  3.306  1.679  -1.951  -0.110
H  3.619  4.881  -3.446  0.120
H  5.179  4.303  -3.014  0.108
H  5.528  6.537  -2.907  0.076
H  5.267  6.111  -1.167  0.094
H  4.011  6.832  -2.262  0.074
H  2.276  2.021  -1.847  0.063
H  3.340  0.620  -1.696  0.067
H  3.709  1.909  -2.938  0.050
O  -3.013  -4.007  -2.911  -0.340
S  -2.217  -3.703  -1.680  0.727
O  -1.986  -4.800  -0.707  -0.333
O  -0.675  -3.258  -2.158  -0.270
C  -0.547  -2.351  -3.221  -0.298
C  0.702  -1.505  -2.984  -0.060
C  -2.951  -2.208  -0.808  -0.083
H  -1.374  -1.641  -3.236  0.104
H  -0.610  -2.920  -4.148  0.120
H  0.812  -0.927  -2.067  0.057
H  0.811  -0.761  -3.773  0.075
H  1.573  -2.159  -2.946  0.078
H  -2.445  -2.094  0.151  0.051
H  -4.018  -2.410  -0.708  0.072
H  -2.807  -1.382  -1.505  0.058
O  2.147  -1.647  2.753  -0.283
S  1.971  -3.072  2.328  0.708
O  3.083  -3.959  2.190  -0.302
O  0.876  -3.765  3.367  -0.269
C  0.801  -5.091  3.598  -0.335
C  -0.589  -5.541  3.044  -0.049
C  0.922  -3.024  0.775  -0.087
H  0.860  -5.298  4.666  0.115
H  1.623  -5.626  3.122  0.107
H  -1.320  -4.886  3.519  0.076
H  -0.796  -6.592  3.245  0.068
H  -0.621  -5.382  1.967  0.057
H  1.461  -2.370  0.090  0.056
H  -0.041  -2.558  0.986  0.059
H  0.790  -4.023  0.360  0.058
O  -5.546  0.918  2.924  -0.293
S  -4.309  1.167  2.224  0.713
O  -3.557  0.089  1.532  -0.317
O  -4.528  2.483  1.196  -0.313
C  -3.534  2.810  0.262  -0.278
C  -3.790  4.336  0.061  -0.046
C  -3.145  2.095  3.329  -0.086
H  -3.720  2.133  -0.573  0.117
H  -2.540  2.541  0.617  0.106
H  -4.692  4.467  -0.537  0.072
H  -3.001  4.781  -0.545  0.070
H  -3.802  4.873  1.009  0.077
H  -3.100  1.609  4.303  0.070
H  -3.571  3.087  3.476  0.063
H  -2.208  2.195  2.779  0.049


Molecular formula: C25H43FN7O
Method: DFT, ωB97M-V with the def2-TZVPD basis set

As for the molecular weight: 476.66 g mol⁻¹. The value obtained for the strongest force on any atom is 6.59 eV Å⁻¹. The net charge is +1. As for the HOMO energy: -9.305 eV. The HOMO-LUMO gap is 4.67 eV.

Each line ends with the Löwdin charge.
Element x y z (Å)
O  -7.437  -1.307  5.543  0.121
C  -6.785  -2.175  6.142  -0.294
F  -7.492  -3.280  6.685  0.056
C  -5.198  -1.957  6.296  -0.086
N  -4.546  -1.490  5.024  0.076
C  -3.531  -2.520  4.688  -0.257
N  -3.885  -3.582  3.753  0.113
C  -3.238  -3.429  2.430  -0.178
C  -2.332  -2.272  1.966  -0.008
C  -1.787  -2.269  0.551  -0.110
N  -1.916  -3.200  -0.513  0.055
C  -2.759  -4.242  -0.038  -0.113
C  -3.451  -4.449  1.296  0.008
N  -2.343  -2.486  5.277  0.157
C  -1.241  -3.462  5.056  -0.162
C  0.157  -2.961  4.646  0.043
C  1.113  -4.145  4.432  -0.020
C  0.615  -5.566  4.638  -0.098
N  -0.647  -6.071  5.058  0.070
C  -1.492  -4.947  5.238  -0.074
H  -4.740  -2.943  6.687  0.142
H  -5.067  -1.190  7.150  0.155
H  -5.228  -1.405  4.252  0.137
H  -4.908  -3.528  3.559  0.156
H  -2.076  -1.424  2.686  0.100
H  -1.143  -1.338  0.272  0.107
H  -2.943  -5.072  -0.820  0.122
H  -4.110  -5.365  1.468  0.111
H  -2.181  -1.709  5.944  0.193
H  0.428  -1.869  4.491  0.117
H  2.193  -3.955  4.117  0.113
H  1.388  -6.395  4.420  0.125
H  -2.560  -5.224  5.582  0.123
C  0.677  0.876  -0.646  -0.099
C  -0.501  1.815  -0.881  -0.272
N  -0.488  3.007  -0.039  -0.196
C  -1.739  3.763  -0.096  -0.254
C  -2.125  4.401  -1.430  -0.088
C  0.728  3.816  -0.087  -0.246
C  1.151  4.377  -1.443  -0.083
H  0.729  0.560  0.400  0.069
H  0.562  -0.021  -1.262  0.070
H  1.630  1.335  -0.920  0.060
H  -1.412  1.245  -0.666  0.108
H  -0.535  2.072  -1.947  0.101
H  -1.725  4.541  0.676  0.112
H  -2.552  3.090  0.202  0.105
H  -1.539  5.300  -1.631  0.058
H  -3.173  4.710  -1.400  0.073
H  -2.013  3.715  -2.270  0.068
H  1.555  3.214  0.306  0.100
H  0.641  4.642  0.626  0.116
H  1.052  3.649  -2.250  0.060
H  2.204  4.675  -1.403  0.075
H  0.582  5.268  -1.705  0.058
C  2.678  -0.177  -4.793  -0.093
C  3.803  0.528  -5.543  -0.270
N  3.740  1.984  -5.478  -0.192
C  4.667  2.641  -6.400  -0.249
C  6.164  2.444  -6.164  -0.090
C  3.679  2.567  -4.142  -0.253
C  4.825  2.255  -3.180  -0.084
H  1.698  0.143  -5.158  0.079
H  2.755  -1.257  -4.944  0.073
H  2.726  0.003  -3.716  0.055
H  3.728  0.221  -6.592  0.119
H  4.762  0.147  -5.172  0.097
H  4.451  3.715  -6.423  0.113
H  4.437  2.290  -7.414  0.110
H  6.522  3.047  -5.327  0.055
H  6.720  2.769  -7.047  0.073
H  6.425  1.401  -5.981  0.066
H  2.743  2.246  -3.671  0.085
H  3.574  3.655  -4.224  0.116
H  5.127  1.206  -3.211  0.069
H  4.511  2.473  -2.154  0.065
H  5.698  2.876  -3.380  0.056